# C24H64CuF4N2O32S12

A structure of composition C24H64CuF4N2O32S12 in a non-equilibrium geometry (ωB97M-V/def2-TZVPD, OMol25).

Results
**Expectation value of S²**: 0.763
**E_tot**: -279937.917 eV
**F_max**: 0.2748 Eh/bohr
**Multiplicity**: 2

Structure (XYZ):
```
139
Properties=species:S:1:pos:R:3:mulliken_spin:R:1
C 5.749 -7.508 0.698 0.00
O -0.241 -2.719 -6.216 0.00
S -0.885 6.330 5.078 0.00
C 2.283 3.420 -6.945 0.00
H 6.158 4.490 0.386 0.00
O 0.321 -2.057 -0.431 0.03
H -7.971 -5.636 4.339 0.00
F -6.402 3.879 3.470 0.00
O 2.166 -2.239 8.274 0.00
O 4.732 2.151 -6.667 0.00
O 0.186 -0.858 7.378 0.00
H -3.136 9.234 1.838 0.00
H 2.954 -4.394 7.101 0.00
H 2.966 1.121 -10.986 0.00
H -3.433 -5.451 2.483 0.00
O -7.904 0.836 0.833 0.00
F -5.673 -0.010 0.944 0.00
H 6.060 2.713 0.467 0.00
H 4.854 -9.994 -0.415 0.00
H -4.957 6.856 -9.277 0.00
C -2.679 9.200 2.827 0.00
H -5.219 -5.411 2.366 0.00
H 1.417 6.027 4.751 0.00
C 7.040 1.513 4.240 0.00
O -3.260 6.166 -6.543 0.00
H -3.889 4.607 -5.271 0.00
H 0.210 -6.775 -7.235 0.00
O 2.006 0.272 8.666 0.00
S -1.610 -3.254 -6.558 0.00
H 1.980 2.128 -10.011 0.00
C -7.260 -4.860 4.623 0.00
O -0.249 0.796 -1.166 0.17
O 1.302 1.752 0.501 0.39
S -6.999 3.002 2.227 0.00
H 7.189 2.375 4.889 0.00
C -2.167 7.764 3.191 0.00
H -2.250 -3.631 -4.299 0.00
C -5.121 6.185 -8.434 0.00
O -1.880 7.558 4.592 0.00
H 3.353 -10.172 0.717 0.00
H 5.918 -8.283 1.446 0.00
C 6.319 2.042 2.968 0.00
O -2.502 5.902 -8.982 0.00
C -7.752 -4.129 5.930 0.00
H 1.019 7.787 4.647 0.00
H -0.192 -5.027 -5.206 0.00
H -2.973 7.411 -4.407 0.00
H 2.082 2.612 -6.241 0.00
H -0.300 -0.408 10.136 0.00
O -3.638 -5.780 5.523 0.00
H -4.027 6.603 -3.411 0.00
C 6.296 -6.117 1.122 0.00
C 1.525 -3.444 8.161 0.00
H 3.038 2.871 -11.235 0.00
O -1.337 5.077 4.464 0.00
H 6.566 0.653 4.714 0.00
H -0.187 -2.145 10.114 0.00
H 5.248 2.174 3.127 0.00
H -2.614 -1.905 -4.963 0.00
F 0.707 -2.111 1.944 0.00
H -7.128 -4.234 3.741 0.00
S 1.195 -0.903 8.416 0.00
H 7.127 3.452 -0.751 0.00
H 3.254 -4.618 8.921 0.00
H -1.896 9.952 2.727 0.00
S 7.994 3.484 1.657 0.00
H 7.382 -6.184 1.179 0.00
F -1.029 2.211 0.587 0.00
O -1.585 -4.983 -6.693 0.00
O -4.479 -3.593 4.412 0.00
H -5.422 6.858 -7.631 0.00
H 6.526 1.330 2.169 0.00
H 3.272 -10.395 -1.056 0.00
H 6.184 -7.737 -0.274 0.00
O 6.840 3.339 2.788 0.00
H -1.345 7.517 2.519 0.00
C -4.366 -5.805 2.920 0.00
H -3.639 -3.348 -5.409 0.00
H -2.979 7.072 2.967 0.00
O -2.266 -2.762 -7.782 0.00
S 3.574 -8.091 -0.755 0.00
O 2.225 -0.755 0.591 0.01
C 2.963 2.087 -10.482 0.00
H -7.931 -4.733 6.820 0.00
O 2.115 -7.787 -0.671 0.00
S -6.567 1.319 0.766 0.00
H 1.297 -1.176 10.668 0.00
H 2.066 4.396 -6.513 0.00
O 8.543 4.818 1.860 0.00
H -3.402 9.492 3.589 0.00
H 0.239 -7.542 -5.640 0.00
H 8.023 1.140 3.953 0.00
C -3.975 5.685 -5.410 0.00
H -4.398 -6.892 2.844 0.00
H 0.596 6.799 3.258 0.00
O -3.704 3.969 -7.797 0.00
C -3.321 6.396 -4.214 0.00
N -0.316 0.035 1.298 0.53
H 6.046 -5.307 0.437 0.00
H 1.750 3.203 -7.871 0.00
H -2.449 5.855 -3.845 0.00
H -5.888 5.457 -8.700 0.00
C -2.666 -2.988 -5.074 0.00
S 0.042 1.052 0.216 -0.11
H 5.999 -5.880 2.143 0.00
Cu -2.945 0.640 4.101 0.00
H -8.706 -3.689 5.643 0.00
O 8.763 2.261 1.524 0.00
C 6.711 3.561 0.251 0.00
H -1.590 -6.036 -4.880 0.00
S -3.540 5.401 -8.039 0.00
H -1.144 -7.717 -6.604 0.00
H -5.007 6.015 -5.527 0.00
H 4.079 1.201 -8.882 0.00
O -6.094 -5.610 4.944 0.00
O -0.744 6.491 6.526 0.00
O 4.322 -7.328 0.531 0.00
S 0.848 -1.156 0.624 -0.02
O -6.025 1.849 -0.495 0.00
H 5.051 2.059 -10.110 0.00
S -4.528 -5.065 4.593 0.00
C 0.745 6.779 4.337 0.00
O 4.341 -7.815 -1.953 0.00
H 0.925 -3.431 7.251 0.00
O -6.964 4.042 1.143 0.00
O -8.271 2.684 2.830 0.00
H -6.984 -3.416 6.229 0.00
O 4.660 4.715 -6.791 0.00
C 3.783 -9.882 -0.241 0.00
O 4.023 3.278 -8.848 0.00
C -0.380 -6.985 -6.343 0.00
N -5.959 2.006 2.212 0.00
S 4.124 3.397 -7.170 0.00
C 4.129 2.076 -9.529 0.00
C 2.550 -4.620 8.088 0.00
H 1.950 -5.524 7.993 0.00
H 0.959 -3.656 9.068 0.00
C -0.924 -5.688 -5.669 0.00
C 0.406 -1.233 10.044 0.00
```



# C2H4ClNO2

A structure of composition C2H4ClNO2 in a non-equilibrium geometry (ωB97M-V/def2-TZVPD, OMol25).

Results
**E_tot**: -20238.826 eV
**F_max**: 0.0883 Eh/bohr

Structure (XYZ):
```
10
Properties=species:S:1:pos:R:3:nbo_charge:R:1
H 1.195 1.318 -0.173 0.20
Cl -1.442 -1.089 -0.587 0.47
C -1.709 0.326 -0.003 -0.44
O 0.473 -1.719 0.125 -0.47
C 1.035 0.441 0.408 -0.31
H -1.060 1.175 -0.444 0.24
O 1.717 -0.709 -1.375 -0.49
H -2.213 0.485 0.901 0.21
N 1.117 -0.690 -0.289 0.38
H 0.888 0.461 1.438 0.21
```



# C14H22ClO2PPt

A structure of composition C14H22ClO2PPt in a non-equilibrium geometry (ωB97M-V/def2-TZVPD, OMol25).

Results
**Expectation value of S²**: 6.016
**Charge**: +2
**E_tot**: -44007.003 eV
**F_max**: 0.1264 Eh/bohr
**Multiplicity**: 5

Structure (XYZ):
```
41
Properties=species:S:1:pos:R:3:mulliken_spin:R:1
C -2.997 1.835 3.930 0.02
H -2.166 4.723 1.967 0.00
C -0.221 -1.139 -2.117 0.27
O 2.745 1.286 1.305 0.04
H 3.064 -0.307 -2.468 0.00
H -2.377 0.544 -2.346 0.00
H 1.436 1.867 -2.435 0.00
Pt 0.100 0.402 0.122 0.74
H -2.579 0.065 2.750 0.00
H -1.104 -1.776 -2.039 0.02
H -3.965 2.070 3.451 0.00
H -2.527 2.779 4.240 0.00
C -1.480 1.091 -2.685 -0.03
C 1.138 0.821 -2.305 0.20
H -1.159 0.734 3.591 0.00
H -4.496 1.178 1.982 0.00
C -4.351 1.434 0.916 -0.02
C -0.494 3.311 1.768 0.01
H -1.313 4.342 3.487 0.00
Cl -4.023 -1.663 -0.963 1.00
H -4.174 0.474 0.372 0.02
C -3.156 2.379 0.722 0.04
H 1.506 -2.552 -2.352 0.00
C -2.066 1.002 3.016 0.02
C 1.679 1.011 0.920 0.11
H -2.953 2.526 -0.354 0.00
H -1.481 2.120 -2.296 0.01
C -0.628 -1.431 0.783 0.12
O -0.962 -2.516 0.992 0.00
H -3.401 3.380 1.128 0.02
P -1.529 1.753 1.428 0.29
H -0.083 3.576 0.781 0.01
C -0.270 0.352 -2.205 0.40
H -1.537 1.191 -3.784 0.04
C -1.192 4.493 2.413 0.01
H -3.239 1.282 4.860 0.00
H -0.584 5.398 2.308 0.00
H 0.359 2.984 2.380 0.00
H -5.251 1.950 0.504 0.00
C 1.151 -1.518 -2.297 0.31
C 1.957 -0.314 -2.384 0.35
```



# C23H21N9PRe

A structure of composition C23H21N9PRe in a non-equilibrium geometry (ωB97M-V/def2-TZVPD, OMol25).

Results
**Expectation value of S²**: 0.767
**Charge**: +1
**E_tot**: -49011.719 eV
**F_max**: 0.0349 Eh/bohr
**Multiplicity**: 2

Structure (XYZ):
```
55
Properties=species:S:1:pos:R:3:mulliken_spin:R:1
H -2.913 -0.447 1.730 0.01
C 1.444 -0.650 -0.258 0.08
C 3.058 -2.742 -1.100 -0.02
H 0.627 3.768 3.823 0.00
H 1.861 -0.334 2.519 0.00
H 2.638 -2.087 -3.109 0.00
P 0.158 0.549 0.060 -0.18
C 0.096 4.302 -2.528 0.00
C -1.834 -0.590 1.799 0.01
H -1.671 -1.442 2.483 0.02
H -2.416 0.759 4.085 0.00
H -1.999 3.873 -2.738 0.00
C 2.765 2.335 -0.696 0.00
C -1.056 3.561 -2.311 0.00
N -3.136 -5.066 0.030 0.01
C -1.153 0.652 2.352 -0.03
N -1.668 -0.458 -2.639 0.01
C -0.986 2.411 -1.548 0.00
N -1.921 -3.947 1.462 0.01
N -1.904 -1.434 -1.700 0.01
H 3.334 3.221 -0.418 0.00
C 0.235 1.987 -1.018 -0.01
H 3.339 1.810 -1.465 0.00
C -0.079 1.237 1.697 0.01
C -2.793 -3.946 -0.537 0.00
C 1.755 -1.367 2.192 0.00
C 1.304 3.891 -1.987 0.00
N -2.246 -0.813 -3.716 0.01
N -2.026 -3.195 0.305 -0.03
H -1.878 1.826 -1.369 0.00
H 3.684 -3.567 -1.416 0.00
H 2.711 1.678 0.172 0.00
C 2.836 -2.538 0.257 0.03
C 0.137 2.895 3.414 0.00
H 0.742 -1.693 2.455 0.00
C -0.942 2.317 4.080 0.00
N -2.568 -5.025 1.270 0.00
N -2.881 -2.005 -3.572 0.01
H -1.300 2.751 5.005 0.00
C 0.568 2.359 2.214 0.00
C -1.580 1.203 3.557 0.00
H 0.056 5.209 -3.117 0.00
H 1.399 2.810 1.686 0.00
Re -1.033 -1.492 0.067 1.14
H 1.189 -0.229 -2.369 0.00
H 2.194 4.489 -2.142 0.00
C 2.017 -1.515 0.716 -0.08
C 1.660 -0.882 -1.642 -0.03
H 2.445 -1.985 2.762 0.00
H -3.670 -4.146 -2.368 0.00
H 3.295 -3.203 0.979 0.00
C 2.473 -1.915 -2.054 0.01
C -2.663 -2.371 -2.341 0.01
C 1.407 2.729 -1.228 0.00
N -3.109 -3.538 -1.789 -0.01
```



# C39H30BBrI2N2O7

A cluster of 3 separate species, C39H30BBrI2N2O7 in total in a non-equilibrium geometry (ωB97M-V/def2-TZVPD, OMol25).

Results
**E_tot**: -145163.939 eV
**Structure (SMILES)**: CCOB(O)[C@](C#N)(CC(=O)Br)[C@@H](C#N)[C@@H](I)[C@@H](C)I.O=C1c2ccccc2C(=O)c2ccccc21.O=C1c2ccccc2C(=O)c2ccccc21
**F_max**: 0.0744 Eh/bohr

Structure (XYZ):
```
82
Properties=species:S:1:pos:R:3:lowdin_charge:R:1
C -4.921 0.775 1.769 -0.11
H 2.558 -5.188 5.978 0.12
H 2.633 6.634 -5.205 0.12
O 3.682 1.032 -4.815 0.11
O -7.244 0.756 2.399 0.09
C -6.419 -2.514 -1.719 -0.22
H -2.898 -1.270 1.474 0.14
C 4.075 -2.994 5.609 -0.28
C -5.230 -1.672 2.025 -0.18
H 2.715 0.436 -0.109 0.08
O -6.567 0.245 -0.976 0.10
H 3.361 6.420 -7.551 0.11
C 4.789 -1.748 5.229 -0.08
O -6.519 -2.065 -0.350 0.03
C -2.843 0.738 -1.513 -0.79
C -2.489 0.087 -0.147 -0.67
H -6.699 -4.391 -0.629 0.09
C -3.461 -0.166 -2.626 -0.16
C 2.997 2.275 -2.942 -0.08
H -7.286 -2.226 -2.358 0.12
C 2.633 3.523 -2.435 -0.08
H -1.881 1.111 -1.939 0.03
C 5.198 0.048 3.669 0.00
H 2.108 2.658 0.799 0.11
H 4.985 0.544 2.730 0.12
C 2.351 2.551 -0.252 -0.06
C 6.162 0.564 4.520 -0.06
C -3.411 -2.359 -0.248 -0.21
C 2.687 -2.835 3.534 -0.08
C -6.377 1.354 1.895 -0.79
C 5.754 -1.223 6.082 0.00
C -3.393 -1.006 0.500 -0.27
H -4.577 -0.137 -2.674 0.06
C 3.017 1.164 -2.103 0.00
Br -6.696 3.163 1.209 0.68
I -0.511 -0.847 -0.420 0.95
H 3.289 0.191 -2.496 0.12
H 1.396 -2.772 1.819 0.09
H 5.972 -1.712 7.023 0.12
H 2.044 4.627 -0.685 0.12
N -3.252 -3.186 -1.014 0.21
H -7.335 0.652 -0.541 0.11
C 6.435 -0.067 5.730 -0.06
O 2.219 5.791 -2.891 0.10
H -7.133 -4.553 -2.375 0.07
H -4.179 1.536 1.454 0.06
C 1.279 -5.119 4.258 -0.05
C 2.962 5.674 -5.582 0.00
C 2.306 -4.656 5.069 0.00
H -3.061 -1.210 -2.642 0.07
C 2.695 1.302 -0.762 -0.09
C 3.006 -3.506 4.715 -0.08
H -4.648 0.512 2.827 0.15
C 3.802 4.322 -7.389 -0.06
C 0.946 -4.435 3.092 -0.05
O 3.203 -1.074 2.064 0.08
N -5.517 -2.459 2.788 0.21
B -6.012 -0.762 -0.178 -0.61
I -4.014 2.590 -1.363 0.88
H -2.286 0.906 0.585 0.07
C 3.804 3.209 -6.563 0.00
H 0.136 -4.790 2.467 0.11
H -5.498 -2.140 -2.233 0.10
C 2.316 3.658 -1.086 0.00
C -6.405 -4.097 -1.669 -0.06
H 4.133 4.232 -8.417 0.11
C 2.578 4.713 -3.322 -0.28
O 4.356 -3.580 6.636 0.11
C -4.875 -0.587 0.963 -0.20
H 7.183 0.343 6.399 0.11
C 1.653 -3.299 2.729 0.00
H 0.732 -6.012 4.538 0.11
C 3.388 3.324 -5.240 -0.08
H -3.132 0.275 -3.604 0.09
C 3.371 5.553 -6.901 -0.06
H -5.393 -4.523 -1.837 0.05
C 2.979 4.563 -4.744 -0.08
C 3.378 2.121 -4.369 -0.28
C 3.446 -1.628 3.121 -0.27
C 4.501 -1.104 4.024 -0.08
H 4.135 2.252 -6.947 0.12
H 6.701 1.463 4.244 0.11
```



# C4H12N2O2

A structure of composition C4H12N2O2 in a non-equilibrium geometry (ωB97M-V/def2-TZVPD, OMol25).

Results
**E_tot**: -11415.648 eV
**F_max**: 0.1171 Eh/bohr

Structure (XYZ):
```
20
Properties=species:S:1:pos:R:3:nbo_charge:R:1
H 3.003 0.288 1.458 0.46
C -0.710 0.152 -0.624 0.37
C 0.747 -0.540 0.472 -0.03
N -1.233 1.262 0.113 -0.88
H -0.109 -1.129 2.220 0.38
H 0.041 0.523 2.030 0.39
C -1.692 -1.012 -0.584 -0.65
H -0.060 -0.144 -2.456 0.47
H 0.985 -1.562 0.187 0.21
N 0.438 -0.385 1.813 -0.83
H -0.740 2.111 -0.140 0.37
O 3.067 0.090 0.513 -0.81
H 1.391 1.503 0.138 0.19
H -1.941 -1.269 0.444 0.21
C 1.575 0.471 -0.152 -0.10
H -2.218 1.417 -0.084 0.37
H -2.614 -0.745 -1.110 0.20
O -0.511 0.558 -1.974 -0.74
H 1.861 0.298 -1.181 0.21
H -1.277 -1.887 -1.084 0.21
```



# C5H11O2

A cluster of 2 separate species, C5H11O2 in total in a non-equilibrium geometry (ωB97M-V/def2-TZVPD, OMol25).

Results
**Charge**: -1
**E_tot**: -9459.808 eV
**F_max**: 0.0214 Eh/bohr

Structure (XYZ):
```
18
Properties=species:S:1:pos:R:3:nbo_charge:R:1
H 1.782 1.244 -0.653 0.21
H 1.504 -0.435 1.316 0.19
H -2.377 -1.448 -3.254 0.20
O -1.339 -2.803 -0.713 -0.78
H 2.784 1.673 0.747 0.18
C 0.229 0.893 2.440 -0.60
C -1.417 -1.514 -2.738 -0.73
H -0.535 0.134 2.629 0.23
H -0.876 -2.373 -3.146 0.19
C 1.758 1.520 0.402 -0.60
H 0.846 0.989 3.336 0.18
C 0.945 0.491 1.160 -0.43
O -1.866 -0.621 -0.606 -0.82
H 0.137 0.183 0.488 0.27
H 1.263 2.494 0.439 0.19
H -0.933 -0.557 -2.938 0.20
C -1.548 -1.680 -1.218 0.75
H -0.355 1.809 2.308 0.19
```



# C4H10N

The ion C4H10N with charge +1 in a non-equilibrium geometry (ωB97M-V/def2-TZVPD, OMol25).

Results
**Charge**: +1
**E_tot**: -5793.413 eV
**Structure (SMILES)**: C1CC[NH2+]C1
**F_max**: 0.0502 Eh/bohr

Structure (XYZ):
```
15
Properties=species:S:1:pos:R:3:nbo_charge:R:1
H 1.020 -1.575 -0.382 0.23
N -0.072 -0.579 1.111 -0.52
H 1.232 0.396 -1.711 0.26
H 0.147 0.236 1.693 0.42
C -1.265 -0.248 0.132 -0.18
H 2.068 -0.700 0.600 0.25
H 1.327 1.539 -0.422 0.25
C 1.092 -0.614 0.122 -0.23
C 0.850 0.607 -0.711 -0.45
H -0.971 1.828 -0.262 0.24
H -1.188 0.784 -1.669 0.26
H -2.045 -0.010 0.843 0.24
C -0.681 0.882 -0.710 -0.43
H -1.328 -1.191 -0.400 0.22
H -0.185 -1.355 1.765 0.45
```



# C8H12NO2P

A cluster of 2 separate species, C8H12NO2P in total in a non-equilibrium geometry (ωB97M-V/def2-TZVPD, OMol25).

Results
**E_tot**: -23364.284 eV
**Structure (SMILES)**: O=[P@@H](O)c1ccccc1.[H]/N=C\C
**F_max**: 0.0937 Eh/bohr

Structure (XYZ):
```
24
Properties=species:S:1:pos:R:3:nbo_charge:R:1
H -2.671 3.010 -0.066 -0.11
H -1.877 0.444 1.993 0.25
C -2.024 -1.554 -1.329 -0.23
C 2.151 0.859 0.055 0.18
C -2.197 -0.192 -1.221 -0.18
H 3.496 -0.834 0.226 0.24
H 0.156 2.593 -1.058 0.53
H -1.566 -3.396 -0.213 0.22
H 2.318 1.546 0.887 0.17
H 2.295 -0.712 1.364 0.23
C 2.490 -0.534 0.347 -0.69
O -0.719 2.350 1.351 -1.08
P -1.609 2.216 0.205 1.94
H 1.834 -1.200 -0.206 0.22
C -1.901 -1.639 1.083 -0.21
H 1.422 0.669 -1.796 0.34
C -1.767 -2.240 -0.174 -0.19
H -1.890 -1.942 -2.282 0.22
O -0.813 2.710 -1.214 -1.02
N 1.565 1.345 -0.935 -0.66
H -2.584 0.391 -2.050 0.22
C -2.085 0.433 -0.002 -0.40
C -1.949 -0.229 1.180 -0.19
H -1.899 -2.301 1.886 0.21
```